This record from the Open Molecules 2025 dataset describes 13 unconnected molecules or ions with the total composition C33H92O14. The level of theory is ωB97M-V/def2-TZVPD.

The geometry in XYZ format:
```
139
Properties=species:S:1:pos:R:3:forces:R:3
O 5.613539 -4.730979 -6.048033 0.04 0.02 -0.12
O 4.753053 -2.998428 -1.804382 -0.11 -0.08 0.02
O 0.068613 9.165548 0.286791 -0.13 -0.02 0.26
O -0.845452 -10.313276 5.486702 0.04 -0.15 -0.04
O -3.640758 7.119618 -1.143422 -0.09 0.02 -0.02
O 5.833990 2.021748 -0.005354 0.40 0.26 0.06
O -1.856770 -2.495056 5.901462 0.07 -0.18 0.07
O -2.369435 -6.493284 5.291009 0.07 -0.19 -0.06
O 0.069611 -4.119240 0.223222 0.18 -0.03 -0.06
O -1.038272 -6.543044 1.034360 0.13 -0.13 -0.10
O -0.313692 9.877055 -5.434279 -0.12 -0.01 -0.07
O 3.036739 3.239825 -0.082866 0.22 0.08 0.20
O -0.901411 5.971421 1.432181 -0.16 -0.06 0.04
O -3.662864 1.877330 -1.594974 0.04 0.03 -0.09
C 4.960072 2.344370 1.052183 -0.12 -0.39 0.23
C 1.403238 -9.603977 4.919546 0.03 -0.03 -0.02
C -5.165893 1.349640 -3.439121 0.01 0.08 0.03
C 1.662725 3.566718 0.039710 0.13 0.16 -0.71
C 3.971718 -5.373984 -7.730299 0.00 0.07 0.03
C 4.094902 -2.110452 -2.706467 0.29 0.15 0.00
C -0.124044 1.490768 1.511646 0.12 -0.95 -0.13
C -4.471487 6.065800 -1.623125 0.20 -0.11 0.18
C 5.424485 -5.400874 -7.292249 -0.17 -0.09 0.17
C 2.053726 -4.733819 -1.081470 -0.04 -0.06 -0.07
C -0.597617 3.341373 -1.024771 0.72 -0.03 0.35
C -0.187892 7.444532 -5.418289 -0.05 0.04 0.05
C -0.855765 9.938512 -0.483583 0.19 -0.12 -0.25
C 0.363922 1.305831 0.070889 -0.14 0.32 0.06
C 4.878786 -1.947022 -3.994559 -0.01 0.00 0.05
C -3.801682 1.140683 -2.808275 -0.21 -0.06 0.15
C -5.275955 5.443528 -0.499314 -0.02 0.00 0.05
C 3.488750 2.191059 0.747247 -0.35 0.11 -0.37
C -2.522765 -8.158110 2.029768 -0.14 0.00 0.02
C 0.306895 -10.635196 4.716871 -0.07 0.38 -0.04
C 5.848862 0.658260 -0.360615 -0.89 0.18 0.03
C -1.603354 5.697724 2.643758 0.11 0.22 -0.06
C -0.549389 -2.840547 5.442509 -0.07 0.30 -0.08
C -1.132522 9.272497 -1.815907 0.04 -0.04 0.04
C -2.831642 6.573287 2.782932 -0.08 0.07 -0.06
C -3.749421 -6.426263 5.641282 0.01 0.28 0.03
C 1.469736 -3.941022 0.069926 -0.19 -0.18 0.14
C -0.391092 8.704354 -6.240483 0.21 -0.02 0.16
C 0.500829 -1.863709 5.941481 -0.08 -0.04 0.09
C -0.109323 0.164767 2.291886 0.19 0.80 -0.02
C -1.948616 -7.606072 0.742176 0.13 -0.07 0.24
C -4.451942 -5.285365 4.928012 0.05 0.03 -0.04
C 0.715660 2.609616 -0.681300 -0.44 -0.27 0.20
H -2.731393 -7.187796 0.112948 0.05 0.11 -0.02
H -1.150403 -9.445407 5.199725 -0.07 0.04 0.11
H 1.630775 -2.876520 -0.099635 0.00 0.06 0.05
H -0.319487 0.389034 3.336726 -0.31 -0.24 0.12
H 1.169034 0.573819 0.019547 0.25 0.06 0.16
H 5.587938 0.025634 0.490886 0.23 -0.13 0.17
H -5.910472 4.636226 -0.868791 0.01 -0.02 0.01
H -0.463901 4.045053 -1.842653 0.03 0.07 -0.13
H 1.575306 4.529219 -0.461968 0.00 0.14 0.00
H 3.949823 -1.144892 -2.210174 -0.11 0.03 -0.11
H -2.062726 -1.619927 5.559949 -0.04 0.01 -0.01
H -3.845864 -6.315481 6.726410 -0.08 -0.06 -0.01
H -1.155373 1.832509 1.473456 -0.05 0.43 0.16
H -5.511204 -5.253807 5.187450 0.00 -0.01 0.01
H 0.494747 -1.830435 7.031513 0.03 -0.04 0.00
H -4.606601 5.034578 0.261336 0.00 -0.10 -0.04
H 6.818246 0.385059 -0.758841 0.21 0.10 -0.01
H -3.033376 6.737267 -0.498578 0.06 0.01 0.00
H -0.346552 -6.905599 1.598435 -0.07 0.00 0.09
H 0.891158 -0.261996 2.279220 0.06 -0.25 -0.16
H -0.625071 6.895682 1.460422 0.08 0.07 -0.18
H -1.728400 -8.552810 2.668326 0.00 -0.08 -0.03
H -5.133283 6.498011 -2.372386 0.05 0.10 -0.02
H -4.188271 -7.382314 5.358325 0.08 -0.06 0.01
H 1.209677 2.321249 -1.608784 0.11 0.01 -0.14
H 0.486749 2.189599 2.073132 -0.02 0.32 -0.05
H -1.435297 -8.387019 0.172356 -0.05 0.00 -0.03
H -1.854206 9.839939 -2.403328 0.02 -0.01 -0.04
H -0.926239 5.842366 3.492423 -0.07 -0.08 0.07
H 0.291596 -0.853946 5.581065 0.03 -0.02 -0.08
H -0.269541 6.551834 -6.040088 0.02 0.00 0.00
H -5.253844 0.798104 -4.376044 -0.01 -0.01 0.01
H 5.079138 0.479231 -1.114955 0.07 -0.16 -0.20
H 0.879031 9.089434 -0.224910 0.03 -0.05 0.01
H 3.112108 -2.533730 -2.909215 0.00 -0.09 0.10
H -3.375410 6.358555 3.704200 0.02 0.00 0.01
H 3.842369 -5.871691 -8.692333 -0.01 -0.02 0.01
H 5.022205 -2.907412 -4.484792 -0.03 -0.01 -0.05
H -3.018933 -7.366259 2.590293 -0.01 0.00 0.00
H 1.497505 -2.150619 5.602886 -0.01 0.01 -0.02
H -5.903608 6.193515 -0.016326 -0.03 0.01 -0.04
H 1.972326 -4.212843 1.007388 0.13 0.09 -0.04
H -1.380546 8.707469 -6.694349 -0.02 0.08 0.00
H 5.164747 3.365194 1.358725 0.07 0.20 -0.18
H -3.630320 0.077273 -2.610975 0.04 -0.01 -0.10
H 5.624721 -2.637829 -1.616704 0.03 0.00 -0.02
H 3.122222 -4.536899 -1.158693 0.02 -0.05 -0.06
H 4.362685 -1.279202 -4.686031 0.02 0.03 0.01
H -3.015575 1.493281 -3.474312 0.06 0.03 0.06
H -0.455947 10.947573 -0.628247 -0.08 0.03 0.03
H -0.466539 0.855748 -0.473941 0.01 -0.21 -0.14
H 2.924949 2.177993 1.684944 0.02 0.09 0.18
H -5.333344 2.408503 -3.638805 0.03 0.01 -0.04
H 3.337541 -5.875496 -6.995460 0.01 -0.06 -0.03
H -0.832576 -0.530782 1.880377 -0.01 -0.28 0.07
H -3.506417 6.416828 1.940165 -0.03 -0.04 0.02
H -5.958021 1.012912 -2.766150 0.00 -0.07 -0.03
H 0.798076 7.445674 -4.946902 0.03 -0.03 -0.06
H 1.900550 -5.808705 -0.951975 0.00 0.02 0.09
H -1.524746 8.270213 -1.656672 -0.10 0.02 -0.03
H 1.675571 -9.544308 5.973094 0.01 -0.04 0.01
H -4.002181 -4.327083 5.197251 -0.01 0.00 0.06
H -0.102378 -5.054544 0.423232 -0.24 0.31 -0.16
H 5.078036 -5.182718 -5.388176 0.02 -0.01 0.04
H 1.395861 3.747065 1.081485 -0.07 -0.14 0.17
H -1.767740 10.015442 0.106064 0.03 -0.03 0.08
H -0.551147 -2.882155 4.350255 0.11 -0.08 -0.06
H 3.288595 1.238414 0.251086 0.11 -0.24 0.06
H -0.345211 -3.842044 5.820898 -0.03 -0.03 0.03
H 0.030567 -10.700522 3.657686 0.11 -0.08 -0.02
H 5.871398 -1.535430 -3.794836 -0.03 0.09 0.00
H 3.621085 -4.345404 -7.817916 0.03 0.01 -0.04
H 0.647813 -11.618610 5.035993 -0.11 -0.04 0.06
H 5.779905 -6.433333 -7.208088 0.02 0.00 -0.10
H -2.558240 7.630883 2.783154 0.03 0.00 0.07
H -4.342701 1.573465 -0.986070 0.00 0.00 0.03
H 0.351740 8.762761 -7.043460 -0.06 -0.06 -0.06
H 5.172295 1.707408 1.920243 0.11 -0.15 0.03
H 1.059991 -8.612115 4.614440 0.01 -0.01 -0.05
H -3.847221 5.310200 -2.111924 -0.12 -0.07 -0.04
H -1.960822 -5.658408 5.541326 -0.03 0.03 -0.02
H -3.240062 -8.956494 1.834263 0.03 -0.03 0.01
H -1.891267 4.646948 2.612404 0.09 -0.04 -0.06
H -4.358688 -5.397162 3.847217 -0.03 -0.04 -0.02
H 2.293809 -9.854793 4.340358 0.00 0.02 -0.01
H -0.931237 7.386978 -4.622345 -0.03 -0.01 -0.03
H -1.355786 2.611593 -1.281794 -0.29 0.13 -0.05
H -0.893075 3.921463 -0.152052 -0.37 0.04 0.04
H 1.569464 -4.449709 -2.017607 0.01 0.03 -0.01
H 0.560065 9.899171 -5.033534 0.01 0.03 0.02
H -0.212259 9.177421 -2.398764 -0.01 0.11 -0.03
H 6.051296 -4.885678 -8.017903 0.06 0.03 0.04
```
Forces are in eV/Å.

Results
F_max: 0.971 eV/A
Calculated total energy: -64374.053 eV

Atomic partial charges in e from the Mulliken method, atoms 1 to 2: number 1, O, carries -0.494; number 2, O, carries -0.523

This record from the Open Molecules 2025 dataset describes a molecular structure, C27H30ClNOP2Sc in a non-equilibrium geometry. The level of theory is ωB97M-V/def2-TZVPD.

The geometry in XYZ format:
```
63
Properties=species:S:1:pos:R:3:forces:R:3
Sc -0.592958 0.164438 0.636933 -0.91 0.67 1.90
Cl -0.030311 2.435234 1.742119 0.05 -0.35 0.71
P -0.203395 -2.390167 0.556041 0.77 -1.08 -0.54
P -2.896641 0.812155 -0.374830 -0.14 0.75 -1.43
O 2.942341 0.747679 0.665052 0.23 0.67 -0.36
N 0.279245 0.267715 -1.086638 0.30 -0.11 -2.53
C -4.223909 -0.276982 -0.979841 -0.12 -0.43 0.29
C 2.734529 1.474773 -1.618145 -1.53 -2.20 -2.26
C 1.069845 -1.936549 -1.884736 0.05 0.66 0.10
C 2.479519 0.036501 -2.046594 -0.03 0.23 -0.28
C -0.122377 -2.644826 -1.278914 -0.23 0.03 -0.15
C -0.928224 3.713531 -1.727413 0.15 0.16 -0.10
C -0.979896 2.321824 -1.741319 0.52 -0.62 0.29
C 2.029117 -2.644530 -2.608416 0.16 0.04 0.37
C 0.246991 1.615637 -1.530766 -0.34 0.11 0.08
C 3.463010 -0.704626 -2.690958 -0.22 -0.16 -0.02
C -2.287742 1.578417 -1.952235 -0.13 -0.01 0.24
C -1.292174 -3.719511 1.141763 -0.36 0.07 0.14
C -0.295478 -1.109253 3.812576 0.48 0.47 -0.40
C 1.016020 -1.271181 4.222794 -0.29 -0.30 0.11
C 1.444235 -2.975385 1.075065 0.19 0.05 0.17
C -3.827986 2.225453 0.308665 -0.02 -0.11 0.49
C 3.227144 -2.044056 -2.998453 0.07 0.11 -0.13
C 0.289521 4.391250 -1.632577 -0.05 0.21 0.11
C -0.681993 0.057195 3.076560 -0.94 0.12 0.14
C 1.490781 3.684418 -1.622826 -0.17 -0.14 -0.40
C 1.268973 -0.541972 -1.671955 0.24 -0.81 -0.33
C 1.650618 0.842622 3.233134 0.52 -0.22 0.51
C 0.346588 1.005827 2.778734 -0.16 -0.73 0.17
C -1.991134 0.190021 2.452452 0.23 0.02 0.50
C 3.178800 1.512642 -0.240954 0.63 0.12 0.37
C 1.990689 -0.310223 3.941575 0.02 0.70 -0.23
C 1.463131 2.292453 -1.643473 -0.20 0.68 0.22
H -4.417550 -1.032821 -0.207641 -0.17 0.10 -0.27
H -2.310122 -3.560378 0.761119 0.23 -0.13 0.12
H 1.294442 -2.162879 4.790898 -0.09 0.29 -0.16
H -2.179505 0.756268 -2.677967 0.13 0.32 0.16
H 0.301667 5.479716 -1.593549 -0.02 -0.27 -0.03
H -1.069001 -2.271594 -1.706957 0.20 -0.17 0.10
H -3.077453 2.259496 -2.300118 0.33 -0.10 -0.15
H -1.863230 4.274883 -1.799839 0.31 -0.11 -0.08
H -4.703799 2.427763 -0.323586 0.28 -0.01 0.17
H -2.662440 -0.669594 2.530335 0.14 0.20 0.36
H 3.982322 -2.621706 -3.530038 -0.23 0.13 0.12
H -3.908564 -0.786074 -1.899984 -0.07 0.11 0.26
H 1.578815 -4.029496 0.787608 -0.02 0.32 0.07
H 3.772360 2.415567 -0.326365 0.92 0.82 2.32
H 2.224663 -2.361231 0.606044 -0.19 -0.14 0.09
H 2.458408 4.192618 -1.607095 -0.37 -0.01 -0.10
H -2.489740 1.154797 2.586157 0.18 -0.25 -0.07
H -0.919766 -4.699769 0.811923 -0.10 0.30 0.09
H -5.142339 0.296504 -1.164883 0.28 -0.20 -0.01
H 2.388237 1.618096 3.043657 -0.12 -0.27 -0.04
H 1.844517 -3.697853 -2.830240 0.13 0.27 0.09
H 3.473884 1.929940 -2.286462 0.00 0.04 0.30
H 1.537684 -2.869478 2.163754 -0.02 -0.11 -0.30
H -0.057907 -3.728432 -1.449236 -0.04 0.25 -0.13
H -3.193129 3.120025 0.363091 -0.11 -0.26 0.00
H -1.058473 -1.855459 4.049154 0.22 0.34 -0.05
H -4.158057 1.967879 1.322825 -0.06 0.21 -0.22
H -1.322358 -3.686409 2.239153 -0.03 -0.09 -0.27
H 3.016449 -0.449147 4.281440 -0.29 0.08 -0.10
H 4.403129 -0.211767 -2.945620 -0.20 -0.26 -0.02
```
Forces are in eV/Å.

Results
F_max: 3.509 eV/A
Energy above the lowest of the compared OMol25 structures with the same formula, charge and spin: 11.3 kcal/mol
Calculated total energy: -83819.962 eV
Total charge: +1

Atomic partial charges in e from the Mulliken method, atoms 1 to 2: number 1, Sc, carries -1.155; number 2, Cl, carries -0.153